(1)
# C20H24N2O

An isolated molecule of C20H24N2O (the ωB97M-V functional and the def2-TZVPD basis, OMol25).

The geometry in XYZ format:
```
47
Properties=species:S:1:pos:R:3:forces:R:3
O -2.369812 0.074635 2.487441 -2.3 0.2 0.2
N 0.978172 -2.376792 -0.154274 -0.2 -0.8 0.6
N 0.035906 0.958694 -0.659934 -1.7 -0.1 -1.3
C -1.125610 -1.077588 -2.716934 0.2 -0.3 -0.9
C 0.458881 2.221629 1.879871 1.6 -1.0 1.2
C 2.239768 -0.983057 2.514877 -0.8 -1.3 -1.3
C -0.611099 -3.345593 -3.432581 -0.1 -1.6 1.2
C 1.096108 -0.370367 1.691068 1.7 0.8 -0.7
C 0.237589 -2.529263 -1.375100 2.3 -2.9 1.2
C 1.423898 1.094625 -0.224417 -0.1 2.9 1.2
C -0.903410 1.771899 1.464929 -2.5 0.3 1.0
C -1.282580 0.419515 2.169533 2.0 1.3 -0.8
C -0.973027 3.240651 -0.607221 -1.1 1.7 -1.6
C -2.505773 1.357019 -0.571771 1.4 -0.6 0.2
C 0.175170 -3.605528 -2.275916 -0.2 1.7 0.5
C 1.457469 1.140090 1.310304 0.1 0.9 0.2
C 1.042384 -0.926325 0.186874 0.1 -3.7 1.7
C 2.083214 -0.185341 -0.577169 -1.0 0.8 0.7
C -1.070756 1.852838 -0.087465 0.1 -2.5 -0.1
C -0.141345 -0.456980 2.554100 0.3 -0.8 -0.5
C -0.189607 -0.474943 -0.469445 -1.9 1.1 0.3
C -1.283772 -2.124096 -3.611265 -0.1 -0.7 -1.5
C -0.381724 -1.394967 -1.606300 -1.8 4.3 -1.4
H -1.610567 3.972226 -0.057313 0.6 -0.6 0.2
H 0.138523 -0.260176 3.613570 -0.3 -0.3 -0.6
H 0.050005 3.626446 -0.671066 -0.3 0.0 -0.2
H -1.531735 3.272271 -1.613163 1.5 -0.1 1.0
H 3.094054 -0.350915 -0.341758 1.2 0.1 0.8
H 1.816831 2.014688 -0.600926 0.5 0.6 -0.6
H 2.492538 -0.343289 3.290477 0.3 1.3 1.8
H 0.553951 3.266509 1.527834 0.7 -0.6 0.0
H 0.649100 2.255988 3.024737 -0.8 0.0 -1.7
H -1.112915 -0.726667 0.080359 0.4 0.5 0.7
H 1.962599 -1.956421 2.935139 -0.1 0.1 -0.1
H 3.152868 -1.122057 1.976636 0.6 -0.1 -0.7
H -1.890783 -2.053802 -4.537803 0.5 0.2 0.8
H -1.422261 -0.039787 -2.958320 -0.1 -0.9 0.5
H -2.641835 1.279275 -1.668220 0.7 0.0 0.5
H -2.752568 0.395884 -0.114673 -0.3 0.2 -0.1
H -0.837819 -4.213856 -4.081677 0.3 0.9 0.1
H 1.948004 -0.382405 -1.582420 -0.1 -0.5 -2.3
H 2.479244 1.440643 1.604892 -0.3 -0.5 0.1
H -3.205181 2.108354 -0.275767 -0.6 0.4 0.6
H -0.556047 -1.458446 2.417193 0.1 -0.2 0.7
H 0.791413 -4.429942 -1.924731 -0.4 -0.6 -1.0
H 1.659238 -3.067965 0.162956 -0.3 0.6 -0.4
H -1.616703 2.492686 1.904837 -0.1 -0.3 -0.2
```
Positions in Å, forces in eV/Å.

Computed properties:
SMILES: CC1(C)[C@@H]2C[C@@H]3[C@H]4C[C@@]5(Nc6ccccc6[C@@H]5N41)[C@]3(C)CC2=O


(2)
# C20H24N2O2

A cluster of 2 separate species, C20H24N2O2 in total (the ωB97M-V functional and the def2-TZVPD basis, OMol25).

The geometry in XYZ format:
```
48
Properties=species:S:1:pos:R:3:forces:R:3
O 1.562021 1.332020 1.438589 -1.0 -1.4 0.6
O 4.024459 0.800773 4.658248 0.1 -0.9 0.0
N 6.146682 -1.102346 3.845803 -0.2 -0.3 -0.1
N 2.997915 -0.943391 5.720875 0.1 0.1 -0.1
C 2.830702 -3.323155 6.453741 -0.1 -0.1 0.2
C 1.967897 -0.828395 2.277793 0.6 -0.5 0.5
C 4.860839 -1.407623 4.283787 0.9 -0.2 2.0
C 8.286003 -1.848030 3.036031 -0.1 -0.1 0.1
C 7.085416 -2.116202 3.668124 -0.3 0.9 -0.1
C -3.235210 -0.242883 2.150947 0.4 0.2 -0.1
C -1.287579 1.183317 1.898901 0.3 0.1 0.2
C 6.499170 0.181453 3.511000 0.1 0.0 0.1
C 3.288666 -1.914049 6.779552 -0.1 0.3 -0.2
C 8.613374 -0.552119 2.616779 -0.3 0.1 0.1
C 1.961353 1.133969 6.672428 0.0 0.2 0.2
C -2.407686 -1.368422 2.082228 0.2 0.5 -0.1
C 3.316980 -0.735161 2.258040 -1.2 -0.3 -1.5
C -0.430152 0.063443 1.910826 -0.4 0.1 -0.3
C 3.993636 -0.424846 4.906220 0.3 0.5 -0.4
C 1.079944 0.266783 1.850159 0.4 1.7 -0.4
C 7.699353 0.465995 2.904874 0.4 -0.5 0.0
C -1.021348 -1.210472 1.931712 -0.1 0.3 0.3
C 1.785585 -0.133286 5.869035 0.1 -0.2 -0.2
C -2.667816 1.039713 2.040590 0.0 -0.2 0.0
H 7.896775 1.507135 2.678599 0.1 -0.1 -0.1
H -4.317126 -0.352150 2.264165 0.4 0.0 0.0
H -3.304657 1.935667 2.067734 0.3 -0.5 0.0
H 3.818205 0.200790 2.000221 -0.3 -0.3 0.0
H 4.363106 -1.905685 7.022273 -0.3 0.1 -0.1
H 4.729575 -2.458690 4.561299 0.1 0.5 -0.3
H 1.013755 1.677537 6.676537 0.1 0.1 0.1
H 2.238512 0.901610 7.704151 0.0 0.1 0.0
H 8.976865 -2.679426 2.883740 -0.2 0.3 0.1
H 1.416233 0.123848 4.864834 0.1 -0.2 0.3
H -0.851074 2.185467 1.787015 -0.1 -0.5 0.2
H 1.051624 -0.785243 6.352523 -0.1 0.0 -0.2
H 2.736242 -1.569367 7.667303 0.3 -0.1 -0.1
H 3.008669 -3.961180 7.323447 0.0 -0.1 -0.1
H 2.736761 1.740547 6.203437 -0.2 0.0 0.2
H 9.552273 -0.339517 2.108395 -0.2 -0.1 0.2
H 3.360161 -3.742987 5.595231 -0.1 0.0 0.1
H 1.496727 -1.740498 2.669517 0.3 0.3 -0.5
H 6.801492 -3.072241 4.104407 0.1 0.2 -0.4
H 5.786937 0.947905 3.790724 -0.1 -0.2 -0.2
H -2.831155 -2.367186 2.143895 0.1 0.2 -0.1
H -0.385605 -2.082165 1.827511 -0.1 0.0 0.1
H 3.911749 -1.641453 2.329117 -0.3 0.4 0.1
H 1.755521 -3.321094 6.254094 0.1 -0.1 -0.1
```
Positions in Å, forces in eV/Å.


(3)
# C20H24N2O2

An isolated molecule of C20H24N2O2 (the ωB97M-V functional and the def2-TZVPD basis, OMol25).

The geometry in XYZ format:
```
48
Properties=species:S:1:pos:R:3:forces:R:3
O 0.439380 0.784136 1.290764 0.2 0.1 -0.1
O -2.937364 -0.550607 -0.429664 -0.1 -0.2 -0.2
N -2.456663 1.211180 0.895312 0.0 0.2 0.3
N 0.012833 -1.368924 1.875993 0.0 -0.6 0.0
C 0.409939 -2.901796 0.047491 0.0 0.0 0.0
C 2.652769 -3.330586 -0.716110 0.1 0.0 0.0
C -2.521105 0.588221 -0.307669 -0.1 0.2 0.1
C 0.927070 -2.020627 1.004502 0.3 -0.1 -0.3
C -0.474384 2.897161 -2.485326 -0.1 0.0 -0.1
C -0.181280 -0.033288 1.938091 -0.5 0.2 0.6
C -0.895361 2.139787 -1.401821 -0.1 0.0 -0.1
C 2.301013 -1.824206 1.137261 -0.1 -0.1 0.1
C -1.273549 2.941955 -3.622831 0.0 0.0 0.1
C -2.617486 0.483819 2.130234 -0.1 -0.1 0.1
C -2.454610 2.224127 -3.688372 0.0 0.0 0.0
C 3.480677 0.335268 1.625284 -0.1 0.0 0.1
C -2.860896 1.455557 -2.612770 0.0 -0.1 0.2
C 3.149238 -2.487549 0.256962 -0.1 0.0 0.0
C -2.088791 1.427400 -1.457912 0.1 0.0 -0.3
C 1.289223 -3.545260 -0.809009 0.0 0.0 0.0
C 0.811241 3.664817 -2.428580 0.0 0.0 0.0
C -1.289274 0.389186 2.898047 0.0 0.1 -0.3
C 2.908737 -0.958073 2.206263 0.0 0.2 -0.1
C -1.062810 -3.160446 -0.039440 0.0 0.1 0.0
H -3.772478 0.878951 -2.652124 -0.1 -0.1 0.0
H -1.998697 2.108187 0.945505 0.0 -0.1 -0.1
H 4.230564 0.116814 0.868886 0.1 0.0 -0.1
H -0.696542 -1.962764 2.281286 0.1 0.2 0.1
H 2.682490 0.913089 1.168818 0.0 0.1 0.0
H 4.215804 -2.345620 0.353298 0.1 0.0 0.0
H 0.899092 -4.219947 -1.556950 -0.1 -0.1 -0.1
H -0.265458 2.064518 -0.526504 0.1 0.0 0.1
H 1.385229 3.520109 -3.341948 0.1 0.0 0.0
H 2.165316 -0.712383 2.965904 0.1 -0.1 0.0
H 0.607920 4.731437 -2.327813 0.1 0.1 0.0
H -1.387659 -0.308613 3.729590 0.0 0.0 0.1
H -1.278213 -3.839507 -0.859799 0.0 -0.1 0.0
H 3.326825 -3.834502 -1.392917 0.1 0.0 -0.1
H 3.940388 0.930104 2.411611 0.1 0.1 0.0
H 1.411954 3.346585 -1.580583 0.1 0.0 0.0
H -0.957574 3.535426 -4.469297 0.0 0.1 -0.1
H -3.057023 2.258535 -4.584327 -0.1 0.0 -0.1
H -1.430521 -3.617702 0.881355 -0.1 -0.1 0.0
H -1.621550 -2.240222 -0.206647 0.0 0.0 0.0
H -1.028321 1.374632 3.289023 0.1 -0.1 0.0
H 3.712304 -1.521044 2.690414 -0.1 0.0 0.0
H -3.373009 0.972980 2.754637 0.1 -0.1 0.0
H -2.979385 -0.510315 1.851886 0.0 0.2 0.1
```
Positions in Å, forces in eV/Å.

Computed properties:
SMILES: CCc1cccc(C)c1NC(=O)CCNC(=O)c1cccc(C)c1


(4)
# C20H24N2O2S

An isolated molecule of C20H24N2O2S (the ωB97M-V functional and the def2-TZVPD basis, OMol25).

The geometry in XYZ format:
```
49
Properties=species:S:1:pos:R:3:forces:R:3
S -1.210066 -2.813181 2.994414 0.7 0.3 0.3
O 1.361814 -2.745479 0.151771 -8.4 -2.1 3.3
O 0.265318 3.159846 -5.678746 -7.7 -0.5 -5.3
N -0.600483 2.762013 -2.954940 4.0 1.9 1.6
N -0.989519 -1.829081 0.181801 6.2 -4.2 0.0
C 0.525679 0.774286 -2.096984 -12.8 -2.7 5.9
C 1.370435 -2.088132 3.624130 7.3 -5.5 2.0
C 0.640033 3.354367 -3.302148 4.8 -5.3 -2.3
C 0.362576 -0.280684 -1.096230 15.7 2.1 -7.0
C 0.299034 -1.625462 3.220077 -11.8 1.5 -2.7
C -0.126447 -0.264648 3.072187 -4.0 -2.2 0.6
C -0.563392 1.689869 -2.129081 5.1 -1.1 -3.5
C 2.383269 -1.143657 3.826773 3.8 -1.6 -2.2
C -1.916182 0.176542 -0.718991 2.1 1.9 -2.9
C -1.204728 2.428488 -5.393605 7.3 3.1 9.2
C 2.203667 0.178503 3.357349 -0.9 -2.2 2.8
C -0.682714 -3.879605 1.573512 2.5 5.1 0.0
C -1.554327 3.146180 -3.802683 -0.9 -4.9 -5.0
C 0.867338 0.567028 3.062962 4.0 5.6 0.5
C 3.304663 1.111313 3.582648 3.7 1.6 -2.4
C 1.134555 2.770344 -4.873602 5.1 -0.4 6.8
C -0.638744 -0.745760 -0.640585 -16.8 -1.5 6.6
C 0.029977 -2.908933 0.584748 2.2 5.3 -4.0
C -1.727218 0.298589 3.056422 5.9 -1.4 -4.9
C -1.686766 1.401299 -1.581503 -2.7 -9.1 7.5
H -1.848752 -1.909266 0.662214 -0.8 0.4 0.2
H 1.420942 -0.978568 -0.971944 -3.2 2.2 -0.2
H 0.510172 4.320385 -3.590956 0.3 3.2 0.3
H -2.270965 -0.625157 2.936247 -1.1 0.6 0.8
H -1.107380 1.433456 -5.259821 0.8 -3.3 0.1
H -2.528995 1.769019 -1.859428 -5.2 3.3 -1.3
H 1.336189 1.684493 -4.670613 -0.4 0.3 -0.8
H 0.797429 1.733913 3.005535 -0.5 -2.2 -0.2
H 1.363150 1.032124 -2.232077 11.6 3.2 -2.8
H 3.463066 -1.752108 3.806983 -2.5 2.5 0.8
H -1.649623 4.095116 -4.070219 0.1 4.5 -0.5
H 1.549038 -3.303953 3.648582 -0.3 3.5 0.3
H 1.622613 2.866029 -2.837319 -2.5 2.2 0.3
H 2.169767 3.260361 -5.132047 -1.6 -0.7 0.6
H 3.940926 1.018368 4.509527 -1.1 -0.4 -0.8
H -1.723690 2.740627 -6.082789 -5.4 3.2 -7.2
H -1.522459 0.756129 1.992341 -1.4 -0.6 1.7
H 4.074889 0.751456 2.680684 -1.5 1.5 2.2
H 3.104533 2.254117 3.489863 0.0 -2.1 -0.2
H 0.198426 -4.218648 1.926376 2.2 -3.3 1.4
H -3.010537 -0.004635 -0.297128 2.7 0.1 -0.9
H -1.496080 -4.405579 1.250031 -1.5 -1.8 -1.0
H -1.667921 1.111414 3.707995 -1.1 0.7 1.6
H -2.491216 2.763002 -3.615966 -2.2 -0.8 0.8
```
Positions in Å, forces in eV/Å.

Computed properties:
SMILES: Cc1ccc(SCC(=O)Nc2ccc(N3CCOCC3)cc2)c(C)c1


(5)
# C20H24N2O7

An isolated molecule of C20H24N2O7 (the ωB97M-V functional and the def2-TZVPD basis, OMol25).

The geometry in XYZ format:
```
53
Properties=species:S:1:pos:R:3:forces:R:3
O 2.674116 -0.001669 -3.360131 -0.1 0.1 -0.1
O 0.382069 1.436744 2.423438 0.3 -0.1 -0.4
O 2.160290 -2.574721 1.818175 0.0 0.1 0.2
O -3.931629 -0.434220 0.990796 0.3 -0.1 0.2
O 1.063606 1.481730 -3.820607 0.0 0.1 0.4
O -2.372834 -1.181158 2.925341 -0.1 0.1 -0.4
O -1.205472 2.696639 0.356872 0.3 -0.1 0.2
N 1.190868 -2.198753 -0.215391 -0.1 -0.4 -0.4
N 3.244337 -0.466700 -0.774548 0.4 -0.3 -0.5
C 1.344200 1.276432 -5.194531 0.2 -0.2 -0.4
C 0.379264 1.809971 -1.241124 0.0 0.0 0.2
C -0.075991 1.975679 0.046324 -0.2 0.1 -0.1
C 2.229250 -2.191635 0.673809 0.3 -0.1 -0.3
C 1.821830 0.776481 -2.957556 0.1 -0.2 -0.3
C 0.653358 1.373110 1.101006 0.1 -0.1 -0.1
C 1.488948 1.014047 -1.560028 0.0 0.0 0.3
C -0.801482 2.031218 2.917462 -0.5 0.2 0.3
C -0.972924 -1.480203 -0.955246 0.2 -0.2 0.1
C 1.779083 0.625888 0.792686 0.0 0.1 -0.1
C -2.252599 -1.017011 -0.684435 -0.2 0.1 0.2
C 2.199129 0.381140 -0.515937 -0.3 0.6 -0.1
C -1.548973 -1.520988 4.016360 0.1 -0.1 0.2
C -0.599536 -1.806585 1.394663 -0.1 0.0 0.3
C -2.030071 3.121956 -0.696869 -0.1 0.1 -0.1
C -0.140569 -1.865160 0.081230 -0.4 0.0 -0.1
C -2.708644 -0.914685 0.617110 0.0 0.0 0.2
C -4.833339 -0.057559 -0.016757 -0.1 0.0 -0.1
C 3.519938 -1.597000 0.085149 0.0 0.3 0.3
C -1.863052 -1.321415 1.673736 -0.2 0.1 -0.2
H 3.423190 -0.585360 -1.766850 0.0 0.0 0.2
H -2.324286 2.284240 -1.337664 0.0 0.0 0.0
H 1.437206 -2.001914 -1.177679 0.1 0.1 0.2
H -0.854330 3.092503 2.670718 0.0 -0.1 0.1
H -2.879660 -0.720389 -1.510018 -0.1 0.0 0.0
H 4.153934 -1.308259 0.931017 -0.1 -0.2 0.0
H -2.913659 3.545814 -0.220890 0.0 0.0 -0.1
H -0.624488 -1.516235 -1.976817 0.1 0.0 -0.1
H 2.391280 1.501690 -5.408103 -0.1 0.0 0.0
H -0.136923 2.274892 -2.063165 -0.1 0.1 0.0
H 0.689037 1.949601 -5.741659 0.0 0.0 0.0
H 4.054622 -2.356355 -0.489237 0.0 0.0 0.0
H -1.295062 -2.585426 4.011226 0.0 0.0 0.0
H -1.545784 3.891751 -1.307003 0.0 0.0 0.0
H -1.692361 1.524364 2.542061 0.1 0.0 0.0
H -5.074343 -0.896115 -0.679091 0.0 0.0 0.0
H -5.736430 0.261254 0.501513 0.0 0.0 -0.1
H 0.063056 -2.114274 2.183927 0.0 0.0 0.1
H -4.448792 0.776570 -0.614563 0.0 0.0 0.0
H 2.307317 0.188609 1.623614 0.1 -0.1 0.1
H -2.134905 -1.293469 4.905564 0.1 0.0 0.0
H -0.628164 -0.930041 4.021599 0.0 0.0 0.0
H -0.744584 1.911744 3.999460 0.0 0.0 -0.1
H 1.146779 0.239043 -5.474666 0.0 0.1 0.0
```
Positions in Å, forces in eV/Å.

Computed properties:
SMILES: COC(=O)c1cc(OC)c(OC)cc1NCC(=O)Nc1ccc(OC)c(OC)c1


| no. | gap between HOMO and LUMO (hartree) | F_max (eV/A) | electronic energy (a.u.) |
| --- | --- | --- | --- |
| 1 | 0.3109 | 4.89 | -961.2010 |
| 2 | 0.2524 | 2.26 | -1036.4018 |
| 3 | 0.3479 | 0.79 | -1036.5720 |
| 4 | 0.2657 | 18.11 | -1434.0825 |
| 5 | 0.3006 | 0.70 | -1412.6921 |